(1)
C19H31ClO6S | ωB97M-V with the def2-TZVPD basis set

Geometry (Å):
C 0.031 1.310 -2.869
C -1.475 1.189 -3.091
C -2.215 0.348 -2.049
Cl -1.529 -1.305 -1.974
C -2.383 1.007 -0.715
C -2.766 0.516 0.472
C -3.074 -0.891 0.821
C -1.937 -1.640 1.569
C -0.498 -1.183 1.266
S 0.585 -2.634 0.958
C -2.879 1.641 1.443
O -2.923 1.621 2.647
O -2.885 2.802 0.677
C -2.123 2.470 -0.439
O -1.389 3.263 -0.973
H 0.310 2.200 -2.320
H 0.502 1.387 -3.836
H 0.470 0.443 -2.392
H -1.621 0.682 -4.038
H -1.930 2.171 -3.108
H -3.222 0.220 -2.434
H -3.406 -1.452 -0.038
H -3.919 -0.872 1.507
H -2.026 -2.685 1.307
H -2.100 -1.579 2.638
H -0.090 -0.690 2.134
H -0.417 -0.574 0.379
H 0.806 -2.534 -0.362
C 4.022 -1.318 -4.723
C 2.578 -1.129 -4.329
C 1.978 -2.146 -3.390
O 1.921 -0.203 -4.741
H 4.322 -0.519 -5.396
H 4.658 -1.294 -3.837
H 4.149 -2.277 -5.229
H 2.531 -2.159 -2.448
H 2.008 -3.140 -3.839
H 0.944 -1.865 -3.193
C -0.334 5.645 0.421
C 0.804 6.594 0.707
C 0.513 7.765 1.617
O 1.902 6.427 0.231
H 0.009 4.864 -0.236
H -0.691 5.202 1.353
H -1.155 6.181 -0.059
H 0.189 7.406 2.595
H -0.274 8.386 1.186
H 1.412 8.364 1.738
C 2.347 -5.241 3.826
C 0.894 -5.144 4.223
C 0.369 -6.201 5.165
O 0.186 -4.262 3.802
H 2.591 -4.425 3.149
H 2.982 -5.173 4.711
H 2.535 -6.191 3.324
H 0.922 -6.172 6.105
H 0.477 -7.189 4.717
H -0.684 -6.015 5.367

Forces on atoms 1 to 3 (eV/Å):
C -0.022 0.428 -0.273
C 0.675 -0.618 0.507
C -0.198 0.735 -0.253

Computed properties:
HOMO energy = -0.3256 hartree
Kohn-Sham gap = 8.066 eV
M = 422.97 g/mol
Electronic energy = -55847.9720 eV
Maximum force = 1.9 eV/Å

=====

(2)
C19H31F3N10O3PRhS3 | ωB97M-V with the def2-TZVPD basis set

Geometry (Å):
Rh -0.258 0.068 -0.354
C 5.003 0.834 1.390
N 3.922 0.401 0.507
C 4.022 -0.573 -0.448
C 2.780 -0.720 -0.986
N 1.927 0.163 -0.374
C 2.639 0.818 0.535
P 1.995 2.084 1.659
C 0.836 0.957 2.451
N -0.091 0.304 1.774
C -0.762 -0.487 2.668
C -0.234 -0.281 3.906
N 0.772 0.638 3.758
C 1.633 1.140 4.826
C 0.783 2.775 0.498
N 0.094 2.118 -0.437
C -0.667 3.043 -1.107
C -0.423 4.268 -0.570
N 0.489 4.087 0.434
C 1.024 5.145 1.291
H 5.948 0.495 0.975
H 4.880 0.401 2.381
H 5.018 1.918 1.470
H 4.952 -1.067 -0.670
H 2.439 -1.401 -1.742
H -1.563 -1.137 2.364
H -0.490 -0.707 4.861
H 1.265 0.766 5.776
H 1.623 2.227 4.847
H 2.656 0.795 4.685
H -1.323 2.770 -1.911
H -0.814 5.238 -0.824
H 0.645 6.100 0.942
H 2.110 5.157 1.247
H 0.706 4.998 2.321
N 1.019 0.387 -3.765
C -0.106 -0.296 -3.618
N -0.347 -1.342 -4.382
S -1.343 0.267 -2.520
H 1.749 0.089 -4.393
H 1.177 1.203 -3.199
H 0.359 -1.740 -4.982
H -1.149 -1.915 -4.174
C -6.108 -1.412 -1.853
C -5.093 -1.954 -0.852
N -3.956 -1.055 -0.650
C -3.959 0.008 0.130
S -2.543 0.993 0.368
N -5.076 0.379 0.747
C -5.215 1.511 1.669
C -6.686 1.830 1.865
H -6.893 -2.153 -2.002
H -5.630 -1.221 -2.813
H -6.573 -0.486 -1.512
H -4.682 -2.892 -1.216
H -5.571 -2.163 0.110
H -3.051 -1.380 -0.955
H -5.896 -0.198 0.627
H -4.682 2.366 1.254
H -4.749 1.260 2.623
H -7.164 2.082 0.918
H -6.792 2.682 2.534
H -7.212 0.987 2.317
F -1.194 -4.511 -1.758
C -0.491 -4.419 -0.621
F 0.628 -5.107 -0.748
F -1.225 -4.912 0.368
S -0.141 -2.639 -0.336
O 0.379 -2.193 -1.621
O -1.473 -2.034 -0.112
O 0.748 -2.511 0.783

Forces on atoms 1 to 3 (eV/Å):
Rh -2.470 4.948 1.320
C -0.021 0.040 0.054
N 0.059 -0.002 -0.013

Computed properties:
HOMO energy = -0.5131 hartree
Kohn-Sham gap = 7.817 eV
M = 734.60 g/mol
Electronic energy = -94194.4937 eV
Maximum force = 5.7 eV/Å
Energy above the lowest of the compared OMol25 structures with the same formula, charge and spin = 2.096 eV
Net charge = +2

=====

(3)
C19H31F5GaN6O10S | ωB97M-V with the def2-TZVPD basis set

Geometry (Å):
C -3.735 -1.276 -3.885
C -2.849 -1.408 -2.615
C -1.440 -1.715 -2.787
C -0.630 -1.878 -1.634
C -1.133 -1.733 -0.223
C -0.134 -1.971 0.956
Ga -0.100 -0.452 2.345
C -1.172 -1.089 3.972
C -1.658 0.040 4.954
C -2.319 1.287 4.253
C -1.866 2.632 4.874
F -2.708 3.618 4.335
F -2.042 2.580 6.237
C -0.409 3.077 4.508
F -0.027 4.015 5.459
F -0.303 3.689 3.312
F 0.508 2.090 4.564
N 1.805 -0.280 2.924
C 2.372 0.437 2.161
S 3.003 1.728 1.351
C -2.517 -1.400 -0.094
C -3.354 -1.239 -1.276
H -4.716 -0.843 -3.587
H -3.952 -2.313 -4.250
H -3.189 -0.690 -4.655
H -1.000 -1.831 -3.798
H 0.437 -2.133 -1.773
H -0.386 -2.923 1.492
H 0.882 -2.111 0.521
H -0.575 0.945 1.731
H -0.478 -1.742 4.567
H -2.039 -1.711 3.650
H -0.857 0.371 5.661
H -2.441 -0.420 5.616
H -3.419 1.220 4.462
H -2.220 1.310 3.150
H -2.966 -1.279 0.908
H -4.433 -0.986 -1.187
C 6.720 0.056 1.771
N 6.004 -0.564 0.627
O 6.195 -0.092 -0.479
O 5.277 -1.499 0.880
H 7.329 0.874 1.399
H 5.967 0.419 2.468
H 7.341 -0.713 2.225
C 1.806 -4.914 -1.681
N 0.685 -5.272 -0.772
O 0.601 -6.437 -0.412
O -0.062 -4.375 -0.457
H 2.392 -5.807 -1.879
H 1.371 -4.524 -2.598
H 2.407 -4.160 -1.178
C -0.383 0.148 -7.503
N -1.469 -0.264 -6.574
O -1.515 -1.433 -6.251
O -2.233 0.609 -6.206
H 0.217 -0.724 -7.746
H -0.852 0.556 -8.395
H 0.216 0.900 -6.994
C -5.427 3.560 2.285
N -5.160 2.199 1.746
O -4.003 1.852 1.665
O -6.129 1.535 1.426
H -4.478 4.031 2.525
H -5.953 4.119 1.514
H -6.039 3.445 3.176
C 5.826 2.749 -2.361
N 5.977 3.276 -3.745
O 7.025 3.828 -4.026
O 5.038 3.118 -4.500
H 6.735 2.960 -1.807
H 4.973 3.249 -1.910
H 5.659 1.677 -2.434

Forces on atoms 1 to 3 (eV/Å):
C 0.213 -0.566 1.197
C 0.735 0.049 0.924
C -0.705 0.179 1.835

Computed properties:
HOMO energy = -0.1739 hartree
Kohn-Sham gap = 6.534 eV
M = 700.27 g/mol
Electronic energy = -126407.7625 eV
Maximum force = 2.3 eV/Å
Net charge = -1

=====

(4)
C19H31N2SSiV | ωB97M-V with the def2-TZVPD basis set

Geometry (Å):
V -0.353 -0.203 1.093
C -2.521 -0.158 1.244
C -2.290 0.939 2.119
C -1.842 0.700 3.418
C -1.595 -0.596 3.864
C -1.816 -1.680 3.006
C -2.263 -1.476 1.709
H -2.999 -0.002 0.291
H -2.537 1.940 1.800
H -1.699 1.536 4.094
H -1.263 -0.766 4.880
H -1.631 -2.688 3.349
H -2.470 -2.321 1.069
C -2.098 -0.711 -2.035
Si -0.345 -0.391 -1.416
C 0.094 1.380 -1.971
C -0.113 1.618 -3.471
C 1.533 1.768 -1.601
C -0.859 2.289 -1.181
C 0.712 -1.811 -2.133
C 0.520 -1.965 -3.653
C 2.213 -1.643 -1.861
C 0.220 -3.105 -1.468
H -2.098 -0.874 -3.118
H -2.765 0.136 -1.842
H -2.544 -1.599 -1.574
H 0.594 1.045 -4.073
H 0.042 2.679 -3.715
H -1.125 1.354 -3.796
H 2.269 1.247 -2.213
H 1.768 1.547 -0.554
H 1.688 2.846 -1.755
H -1.911 2.106 -1.419
H -0.649 3.345 -1.399
H -0.740 2.159 -0.091
H 0.842 -1.079 -4.204
H -0.516 -2.174 -3.926
H 1.124 -2.807 -4.016
H 2.643 -0.850 -2.477
H 2.746 -2.570 -2.116
H 2.437 -1.412 -0.814
H -0.832 -3.304 -1.700
H 0.322 -3.090 -0.380
H 0.802 -3.960 -1.839
S 1.437 -1.620 1.876
C 1.603 -0.112 2.596
N 2.205 0.155 3.807
C 2.305 1.396 4.291
C 1.772 2.444 3.604
C 1.097 2.150 2.414
N 0.997 0.931 1.938
H 2.608 -0.629 4.302
H 2.828 1.501 5.234
H 1.846 3.454 3.979
H 0.610 2.925 1.833

Forces on atoms 1 to 3 (eV/Å):
V -1.527 -0.560 0.135
C -0.167 -0.103 0.139
C 0.097 -0.340 -0.309

Computed properties:
HOMO energy (alpha / beta) = -0.3897 / -0.3655 hartree
Kohn-Sham gap (alpha / beta) = 6.170 / 5.540 eV
M = 398.57 g/mol
Electronic energy = -67579.9235 eV
Maximum force = 1.8 eV/Å
Energy above the lowest of the compared OMol25 structures with the same formula, charge and spin = 0.741 eV
⟨S²⟩ = 1.1037
Spin multiplicity = 2
Net charge = +1